[1]
Below is C21H31FN10O4PdS2Sb as an isolated structure at a distorted geometry, with properties calculated with ωB97M-V with the def2-TZVPD basis set.

XYZ file:
```
71
C21H31FN10O4PdS2Sb ωB97M-V with the def2-TZVPD basis set
Pd 9.00853 9.30411 13.20277
C 13.74626 12.41886 12.89541
Sb 12.11114 11.77367 11.64910
C 13.13809 10.82453 10.04287
C 11.48856 13.69312 10.88558
H 14.31364 12.86733 12.09614
H 14.33893 11.63238 13.37847
H 13.35614 13.07270 13.65039
H 13.46436 11.50588 9.32611
H 12.54114 10.07948 9.48847
H 13.96016 10.22563 10.40126
H 11.15534 14.28320 11.70566
H 10.71040 13.69870 10.09791
H 12.36549 14.19448 10.36995
F 8.52563 14.57553 17.48570
C 8.11500 13.69876 16.59580
C 8.39590 13.90063 15.29230
N 7.89544 13.03463 14.27280
C 8.31402 13.23304 12.89053
C 9.10203 12.04833 12.37905
O 9.17588 11.81065 11.15886
O 9.70454 11.28439 13.25728
C 7.21748 11.95305 14.64333
O 6.98517 10.99912 13.88951
N 6.86223 11.77848 15.95246
C 7.30449 12.57678 16.99751
O 7.01943 12.33959 18.13837
H 9.00538 14.77633 15.10091
H 8.80368 14.19576 12.85798
H 7.52141 13.28381 12.18618
H 6.35844 10.93906 16.16903
C 6.46176 6.25914 16.41789
N 5.65243 7.46290 16.54040
C 5.12139 8.06229 17.63298
C 4.39252 9.15591 17.20358
N 4.55745 9.17571 15.88578
C 5.27575 8.14037 15.44506
S 5.61721 7.73644 13.85753
H 6.08788 5.61465 15.65472
H 6.44450 5.67299 17.31216
H 7.48855 6.54502 16.26007
H 5.26966 7.60605 18.58351
H 3.78772 9.93774 17.70022
H 4.04425 9.84533 15.27833
C 9.02596 4.72414 8.83150
C 8.94652 5.99448 9.60678
C 8.02612 6.96410 9.30880
C 7.93892 8.11100 10.11344
N 8.74037 8.29408 11.15976
C 9.70983 7.34214 11.42694
S 10.76896 7.63762 12.70872
N 9.78345 6.24810 10.66326
C 6.83872 9.16558 9.90492
H 8.17335 4.51241 8.10767
H 9.31470 3.89929 9.46927
H 9.92583 4.84967 8.19758
H 7.37744 6.86676 8.48395
H 10.39363 5.48476 10.87720
H 6.18546 8.94715 10.77026
H 6.43082 9.02639 8.92206
H 7.26746 10.11376 9.99799
N 9.46836 10.57279 19.66207
C 9.73346 10.48816 18.35788
N 10.46002 11.46297 17.76359
N 9.15703 9.46325 17.73068
C 9.19167 9.43795 16.43241
N 9.10489 9.35297 15.30140
H 9.73040 11.43637 20.12542
H 8.74763 10.01313 20.10881
H 10.75894 12.28247 18.24705
H 10.85814 11.37756 16.82755
```

For the energy, the calculation gives -79750.794 eV. Its expectation value of S² is 6.031. Its energy above the lowest of the compared OMol25 structures with the same formula, charge and spin is 27.8 kcal per mole. The spin multiplicity is 5. The total charge is +3. The value obtained for the gap between HOMO and LUMO (spin up / spin down) is 8.3 / 5.4 eV. As for the LUMO energy (spin up / spin down): -7.604 / -10.808 eV.



[2]
Below is C3H5NSi as an isolated structure at a distorted geometry, with properties calculated with ωB97M-V with the def2-TZVPD basis set.

XYZ file:
```
10
C3H5NSi ωB97M-V with the def2-TZVPD basis set
C -1.52536 -1.53212 0.45300
C 1.78762 0.35371 -0.41958
C 0.97164 -0.64939 -0.57517
N -2.67663 -1.54928 0.29393
Si 0.29125 -1.47415 1.00296
H 2.20908 0.84640 -1.30012
H 1.92602 0.90765 0.64586
H 0.66516 -1.00315 -1.53274
H -1.55963 1.84475 0.51879
H -2.08915 2.25558 0.91306
```

For the energy, the calculation gives -12556.036 eV. Its energy above the lowest of the compared OMol25 structures with the same formula, charge and spin is 54.5 kcal per mole. The spin multiplicity is 1. The value obtained for the gap between HOMO and LUMO is 7.9 eV. As for the LUMO energy: -1.609 eV.



[3]
Below is C7H16BrN2 as an isolated structure at a distorted geometry, with properties calculated with ωB97M-V with the def2-TZVPD basis set.

XYZ file:
```
26
C7H16BrN2 ωB97M-V with the def2-TZVPD basis set
C 0.06393 0.45542 -0.62755
C -1.05482 1.33140 0.11970
C 1.21030 -1.72395 -0.27111
C -2.15388 1.93958 -0.67481
C -0.40119 2.47658 0.94211
C 1.46804 -2.93836 0.59154
C 2.44891 -1.59797 -1.17481
N -1.70229 0.18663 0.79750
N 0.28317 -0.87832 -0.04602
Br -3.56053 0.07085 0.75612
H -0.31826 0.23395 -1.58349
H 0.95114 1.01789 -0.67300
H -2.76340 2.66022 -0.03462
H -2.94177 1.19636 -1.10056
H -1.83019 2.52444 -1.51727
H -1.18267 3.23397 1.05531
H 0.41333 2.84326 0.40942
H -0.19954 2.33883 1.97796
H 2.42434 -2.68617 1.12505
H 1.69114 -3.85558 0.10452
H 0.64798 -3.23984 1.32804
H 3.01569 -2.53805 -1.20248
H 3.19983 -0.78770 -0.72489
H 1.97922 -1.15381 -2.09990
H -0.47603 -1.08257 0.55961
H -1.21244 -0.02708 1.96362
```

For the energy, the calculation gives -80530.976 eV. Its energy above the lowest of the compared OMol25 structures with the same formula, charge and spin is 68.2 kcal per mole. The spin multiplicity is 1. The total charge is +1. The value obtained for the gap between HOMO and LUMO is 8.8 eV. As for the LUMO energy: -3.762 eV.



[4]
Below is an isolated ion of composition C7H14N5 and charge +1 at a distorted geometry, with properties calculated with ωB97M-V with the def2-TZVPD basis set.

XYZ file:
```
26
C7H14N5 ωB97M-V with the def2-TZVPD basis set
C -4.10344 0.12395 -0.76546
C -2.79951 0.53140 -0.84484
C 0.62260 0.78857 -0.95919
C 1.61472 -0.47724 -0.98323
C -0.08248 0.97496 0.36920
C 0.97599 -1.65729 -0.51252
C 0.80474 1.20314 1.57007
N -4.27202 -0.76229 0.20784
N -3.12248 -0.83457 0.84360
N -2.22969 -0.07175 0.26714
N -1.05107 -0.06779 0.78924
N 1.40921 -2.33486 0.48698
H -4.84019 0.36052 -1.34986
H -2.24842 1.26919 -1.36332
H 1.02859 1.63297 -1.31239
H -0.11102 0.62506 -1.77978
H 1.92747 -0.59496 -2.10982
H 2.43923 -0.24418 -0.33666
H -0.65128 1.97197 0.16268
H 0.14853 -2.19360 -1.03641
H 1.62242 0.45806 1.57067
H 0.26471 1.04437 2.45310
H 1.36572 2.18496 1.82038
H 1.21377 -3.35382 0.74711
H -2.83485 -1.57827 1.44338
H 2.15159 -1.94498 1.08782
```

For the energy, the calculation gives -14925.451 eV. Its energy above the lowest of the compared OMol25 structures with the same formula, charge and spin is 87.8 kcal per mole. The spin multiplicity is 1. The total charge is +1. The value obtained for the gap between HOMO and LUMO (spin up / spin down) is 6.7 / 6.7 eV. As for the LUMO energy (spin up / spin down): -4.252 / -4.251 eV.



[5]
Below is a 2-piece molecular cluster, C3H3O3S overall at a distorted geometry, with properties calculated with ωB97M-V with the def2-TZVPD basis set.

XYZ file:
```
10
C3H3O3S ωB97M-V with the def2-TZVPD basis set
C -2.10390 0.67514 -0.78770
C -2.45273 -0.46123 -0.54771
C 2.15285 -0.77654 0.23770
O 1.54398 -0.92721 1.25768
O 2.88472 -1.39656 -0.44752
O 0.46137 1.29904 0.70891
S 1.55931 0.94699 -0.58517
H -1.44225 1.49640 -0.71998
H 0.38859 0.48350 1.26088
H -2.99193 -1.33952 -0.37708
```

For the energy, the calculation gives -20136.467 eV. Its energy above the lowest of the compared OMol25 structures with the same formula, charge and spin is 46.3 kcal per mole. The spin multiplicity is 1. The total charge is -1. The value obtained for the gap between HOMO and LUMO is 7.6 eV. As for the LUMO energy: 3.766 eV.



[6]
Below is an isolated molecule of C4H3NO2, with properties calculated with ωB97M-V with the def2-TZVPD basis set.

XYZ file:
```
10
C4H3NO2 ωB97M-V with the def2-TZVPD basis set
O 2.16334 1.12528 0.32320
C 1.13278 1.32849 -0.20370
C 0.10971 0.12970 -0.89180
N -0.59267 0.56223 -1.77832
O -2.20412 -0.78907 0.00725
C -1.19983 -1.14482 0.60047
C 0.12294 -0.68594 0.24638
H 0.66707 2.27799 -0.48706
H -1.24242 -1.88173 1.42238
H 1.04320 -0.92212 0.76121
```

For the energy, the calculation gives -9776.729 eV. Its energy above the lowest of the compared OMol25 structures with the same formula, charge and spin is 114.3 kcal per mole. The spin multiplicity is 1. The value obtained for the gap between HOMO and LUMO (spin up / spin down) is 7.1 / 7.9 eV. As for the LUMO energy (spin up / spin down): -2.237 / -1.585 eV.



[7]
Below is a 7-piece molecular cluster, H14O7 overall at a distorted geometry, with properties calculated with ωB97M-V with the def2-TZVPD basis set.

XYZ file:
```
21
H14O7 ωB97M-V with the def2-TZVPD basis set
O 0.00956 0.81830 -0.72967
H 0.86057 1.10793 -0.57914
H 0.03477 0.18009 -1.47126
O 2.89213 -0.74668 -4.13844
H 2.36430 -1.26453 -4.74023
H 2.24302 -0.15564 -3.72416
O -2.40206 -2.86613 -2.93817
H -2.15754 -2.59649 -2.05114
H -3.06028 -2.08381 -3.14956
O 1.56765 -1.43423 0.90839
H 2.12493 -1.06407 0.18917
H 2.20587 -1.40353 1.57900
O -2.12482 -1.77306 0.61078
H -1.84966 -0.95185 0.24875
H -2.72408 -2.14746 -0.13562
O 2.06043 2.12468 3.57791
H 2.48218 2.89875 3.33291
H 1.70852 2.37174 4.43839
O -2.00112 3.49948 2.81921
H -1.74548 3.94369 1.94758
H -2.50127 4.18633 3.23521
```

For the energy, the calculation gives -14558.387 eV. Its energy above the lowest of the compared OMol25 structures with the same formula, charge and spin is 70.9 kcal per mole. The spin multiplicity is 1. The value obtained for the gap between HOMO and LUMO is 11.3 eV. As for the LUMO energy: 0.020 eV. The SMILES is O.O.O.O.O.O.O.



[8]
Below is a 2-piece molecular cluster, H4O2 overall at a distorted geometry, with properties calculated with ωB97M-V with the def2-TZVPD basis set.

XYZ file:
```
6
H4O2 ωB97M-V with the def2-TZVPD basis set
O -1.35508 -0.83501 0.23550
H -2.28937 -0.56488 0.25133
H -0.93250 -0.05329 -0.14916
O 1.13174 0.56568 -0.19964
H 1.60883 0.64534 0.63857
H 1.83638 0.24216 -0.77660
```

For the energy, the calculation gives -4159.837 eV. Its energy above the lowest of the compared OMol25 structures with the same formula, charge and spin is 2.3 kcal per mole. The spin multiplicity is 1. The value obtained for the gap between HOMO and LUMO is 11.9 eV. As for the LUMO energy: 0.849 eV. The SMILES is O.O.